(1)
8
Properties=species:S:1:pos:R:3:forces:R:3 method="wB97M-V/def2-TZVPD" gap_ha=0.4367 lumo_ev=0.365 de_lowest_kcal_mol=33.8
C -0.74336 0.60333 -1.93347 -0.6286 0.7311 -0.6018
O -0.08895 0.22285 -2.76236 0.2178 -0.1938 -0.3983
O -0.66347 0.39331 1.61179 -0.2474 -2.4860 -0.8248
O -0.68549 -1.23701 -0.19986 -1.3927 -0.7672 -0.8764
O 1.05100 0.57922 -0.04742 1.0452 1.3963 -1.0386
S 0.18628 -0.38820 0.48670 1.2336 -1.5775 2.7157
H -0.13533 1.14460 1.78645 0.8418 1.7737 0.6047
H 1.07932 -1.31812 1.05818 -1.0698 1.1235 0.4195

(2)
39
Properties=species:S:1:pos:R:3:forces:R:3 method="wB97M-V/def2-TZVPD" gap_ha="0.1914 / 0.1944" lumo_ev="5.168 / 5.165" charge=-2 de_lowest_kcal_mol=0.0 multiplicity=5
C -2.28469 -1.60979 -1.51495 -0.6844 0.8423 -0.8571
C -1.74843 -1.80605 -2.84011 -0.8515 0.5658 0.4660
C -1.57900 -0.53461 -3.43750 -0.3435 0.0067 0.2777
H -1.53604 -2.77640 -3.28795 0.0353 0.3155 0.1331
C -1.91577 0.46904 -2.48377 -0.5986 -0.6453 -0.1083
C -2.38894 -0.18295 -1.30454 -0.3640 -0.5051 -0.5701
H -2.86679 0.28291 -0.43472 0.4521 -0.1370 -0.4450
H -2.71020 -2.37931 -0.86621 0.4218 0.2770 -0.2164
H -1.24363 -0.35591 -4.46645 0.1236 -0.0677 0.6381
H -1.86146 1.54953 -2.63409 0.0919 -0.3782 0.0731
Fe -0.24827 -1.01720 -0.75945 0.2692 1.8010 -0.4657
Cl 0.06718 -3.10516 -0.30684 0.2502 -2.8030 1.0368
C 1.92661 -0.60665 -1.18590 0.6637 -0.0470 -1.3359
C 1.59964 0.63904 -1.85536 0.0961 -0.8550 -0.2497
C 1.30268 0.34167 -3.21085 0.9075 -0.3583 0.4045
H 1.62751 1.62717 -1.38335 -0.2455 -0.3787 -0.3228
C 1.49537 -1.05925 -3.42415 0.4610 0.5598 0.5825
C 1.88834 -1.65060 -2.20244 0.3197 1.3028 0.1037
H 2.15619 -2.69188 -2.03699 -0.2908 0.3305 -0.0337
H 2.35593 -0.70932 -0.18345 -0.2434 -0.0772 -0.5039
H 0.99950 1.05917 -3.97130 -0.0921 -0.1422 0.2328
H 1.32944 -1.58851 -4.36330 -0.0606 0.1245 0.2723
C 2.00221 2.36034 3.69454 -0.8619 -0.4046 0.2269
C 2.41175 2.08920 2.37312 -0.2473 -0.2044 -0.3632
C 1.61620 1.32185 1.53813 0.2852 0.2450 0.0881
C 0.38286 0.75666 1.96798 -0.6477 -0.0477 1.3423
C -0.42949 -0.12088 1.18052 0.5419 0.0869 -1.0898
C -1.57576 -0.65321 1.71803 -0.1856 0.2778 0.9316
C -2.01808 -0.32613 3.02093 0.6084 0.1172 -0.2842
C -1.24159 0.50218 3.80318 -0.7621 -0.2963 0.2229
C -0.02972 1.05149 3.33260 0.3516 -0.0979 -0.7114
C 0.79060 1.85541 4.16119 0.9418 0.4019 -0.2994
H 2.63973 2.95543 4.33901 -0.0565 0.0240 0.0791
H 3.36284 2.48746 1.99978 -0.3623 -0.1523 0.1390
H 1.96101 1.14148 0.52483 -0.2081 -0.0521 0.2581
H -2.16973 -1.35734 1.13465 0.0543 0.1531 0.0972
H -2.95933 -0.74319 3.37183 0.0812 0.0835 0.2347
H -1.58286 0.71981 4.81103 0.1460 0.1654 0.0979
H 0.47416 2.06454 5.18234 0.0034 -0.0305 -0.0816

(3)
12
Properties=species:S:1:pos:R:3:forces:R:3 method="wB97M-V/def2-TZVPD" gap_ha=0.3395 lumo_ev=0.813 de_lowest_kcal_mol=160.1
C 0.83648 2.01378 0.23701 0.0208 -0.5450 -0.0164
C 0.20068 0.64171 0.11688 -0.5589 -1.6940 -0.2123
C -0.90799 0.11376 -0.14303 -0.5488 0.1390 -0.2722
N -1.40019 -1.76007 -0.27320 0.0230 0.4837 0.3467
N -0.28073 -2.38112 -0.09297 1.0106 1.1254 0.1362
C 0.75888 -1.83059 0.19512 0.1962 0.4593 -0.2283
H 1.79236 2.04571 -0.28634 0.0075 -0.0218 0.0809
H 0.19780 2.80104 -0.20300 0.0739 -0.5502 0.1057
H 1.01288 2.29936 1.27962 -0.0018 -0.2635 -0.1421
H -1.91209 0.30675 -0.35234 -0.9921 0.7340 -0.1839
H -2.09744 -2.29830 -0.79380 0.2454 0.4396 0.0780
H 1.79936 -1.95204 0.31605 0.5243 -0.3066 0.3076

(4)
49
Properties=species:S:1:pos:R:3:forces:R:3 method="wB97M-V/def2-TZVPD" gap_ha=0.2793 lumo_ev=-2.628 charge=+1 de_lowest_kcal_mol=1.6
C 2.62811 -0.39607 2.45833 0.6053 -0.7063 0.1920
N 1.28895 -0.75455 2.83581 -0.0290 1.4763 0.3531
C 0.55733 0.01628 3.80307 -0.3186 -0.5398 0.4872
C 0.73585 -1.95932 2.33981 0.6585 0.2248 0.0028
Cl -0.82316 -2.46391 3.04654 0.3439 0.0082 -0.0149
H 2.92669 0.59908 2.88812 -0.3565 -1.1545 -0.3717
H 3.26275 -1.21757 2.85860 0.4783 0.6884 -0.1875
H 2.83293 -0.37445 1.35759 -0.4267 0.1282 0.4773
H 1.10531 0.92844 4.08800 -0.2322 -0.5268 -0.1029
H -0.45651 0.27670 3.44993 0.3918 0.1696 0.1451
H 0.44634 -0.68469 4.64136 -0.3019 0.9099 0.5667
H 1.42482 -2.80901 2.36393 0.0784 -0.1066 0.3910
C 0.08855 -0.73041 -1.94653 -0.6891 0.0379 0.7502
N 1.10244 -1.77842 -1.77402 0.0159 0.0236 0.0553
C 0.85290 -3.01784 -1.31665 1.0307 1.3050 1.3930
H 0.57454 -1.71225 1.33019 -0.8573 -0.5645 -1.9505
C -0.45110 -3.66140 -1.33468 0.1366 -0.1486 -0.7969
C -1.44180 -3.78958 -0.35024 0.8953 0.4369 0.0013
C -2.58451 -4.46610 -0.67655 -0.6774 -0.8173 -1.3458
C -2.72451 -5.00255 -1.99532 0.2890 0.0470 -0.2655
O -3.86369 -5.65467 -2.27548 0.2877 0.1850 0.1308
C -3.98818 -6.17741 -3.59856 -0.0283 -0.0252 -0.0088
C -1.71380 -4.86174 -2.99051 -0.8808 -0.3546 0.2086
C -0.58424 -4.18562 -2.64385 0.0508 0.3893 1.0735
N 2.01622 -3.63985 -1.09206 0.0561 -0.1173 0.0508
C 2.12656 -4.95641 -0.45699 -0.6521 -0.1147 0.7520
C 3.07188 -2.89762 -1.68544 -1.8269 0.4240 -0.8373
C 2.47562 -1.67982 -2.12433 -0.5403 -1.7752 -0.2341
C 2.93808 -1.00079 -3.24689 0.9816 -0.1907 0.0497
C 4.03804 -1.57491 -3.91782 -0.4450 0.2468 0.9848
C 4.62295 -2.79222 -3.48293 -0.3996 0.0774 1.0429
C 4.13312 -3.48320 -2.35535 0.6855 0.6883 -0.4438
H 0.49781 0.07013 -2.55083 0.0497 -0.0139 -0.0656
H -0.81898 -1.13053 -2.43273 0.5390 0.0749 0.1920
H -0.21502 -0.29813 -0.95073 0.4251 -0.5049 -0.9536
H -1.30781 -3.35741 0.65029 -0.0428 -0.2378 -0.5038
H -3.40446 -4.62276 0.02430 0.2604 0.0862 -0.1843
H -4.96638 -6.64546 -3.59306 0.0472 -0.0760 -0.2739
H -3.93171 -5.37560 -4.35138 -0.1940 -0.2021 0.2603
H -3.19408 -6.90965 -3.81289 -0.3374 0.0905 0.1480
H -1.77386 -5.25563 -4.01546 -0.2669 0.1594 0.7897
H 0.21488 -4.04511 -3.36913 -0.1014 -0.0279 0.1153
H 3.11630 -5.36241 -0.63617 -0.0580 -0.0381 -0.0590
H 1.96519 -4.87898 0.65234 0.2322 0.0729 -1.0435
H 1.34511 -5.63001 -0.85057 0.4715 0.3067 0.0509
H 2.38675 -0.11388 -3.56370 0.4887 -0.2697 -0.3038
H 4.44136 -1.06384 -4.78013 -0.0063 -0.1146 -0.0876
H 5.46491 -3.20912 -4.01650 -0.0621 0.0271 -0.1399
H 4.46742 -4.46457 -2.01352 0.2317 0.3427 -0.4896

(5)
26
Properties=species:S:1:pos:R:3:forces:R:3 method="wB97M-V/def2-TZVPD" gap_ha="0.2556 / 0.3081" lumo_ev="0.501 / -0.348" multiplicity=2
Hg -2.39900 -2.01958 2.24257 0.0895 0.0108 -0.2322
F -1.34338 -2.25942 5.18544 0.2615 -0.0229 0.2939
B -1.45079 -1.39921 4.18850 -0.5392 -0.0932 -0.3188
F -1.39998 -0.11090 4.48419 0.2322 0.1771 0.2198
C 1.95660 0.82766 -2.08707 0.1203 0.0477 0.0204
C 0.56322 0.22744 -2.19904 -0.0486 -0.0642 0.0502
N -0.04252 -0.09369 -0.91633 -0.0793 0.0346 0.0600
C 0.35344 -1.33879 -0.26433 -0.0205 0.0475 -0.0553
C 1.28459 -1.14383 0.92332 0.0690 -0.0187 0.0548
C -0.92853 0.72581 -0.27858 0.1087 -0.1619 -0.0729
C -1.27321 2.03108 -0.95135 -0.0041 0.0517 0.0005
N -1.43724 0.35899 0.84498 -0.0710 0.0438 0.0200
H 2.34017 1.09629 -3.07301 -0.0104 -0.0125 0.0035
H 2.65612 0.12100 -1.63801 -0.0269 0.0001 0.0024
H 1.94767 1.72555 -1.46640 -0.0154 -0.0040 -0.0137
H 0.61004 -0.69712 -2.77901 -0.0200 0.0094 -0.0315
H -0.09270 0.89790 -2.74973 0.0042 0.0040 -0.0069
H 0.83208 -1.95879 -1.02435 -0.0016 0.0032 0.0032
H -0.55080 -1.85953 0.05742 -0.0172 -0.0168 -0.0086
H 2.20925 -0.64792 0.62289 -0.0194 -0.0043 0.0107
H 1.54515 -2.11007 1.36025 -0.0066 0.0045 -0.0251
H 0.79719 -0.54456 1.69037 0.0078 0.0196 -0.0146
H -0.38511 2.58202 -1.26137 -0.0026 -0.0062 0.0201
H -1.83897 2.64997 -0.25946 -0.0064 0.0101 -0.0117
H -1.88758 1.86091 -1.83712 0.0062 -0.0127 0.0031
H -2.06575 1.07880 1.18524 -0.0102 -0.0467 0.0287

(6)
17
Properties=species:S:1:pos:R:3:forces:R:3 method="wB97M-V/def2-TZVPD" gap_ha=0.2702 lumo_ev=-0.399 de_lowest_kcal_mol=65.3
C 2.52698 -1.30906 0.45828 -2.8974 1.4481 1.3111
C 1.16939 -1.22242 0.89244 4.9384 0.7249 -1.6653
C 0.80128 0.13069 1.34028 -0.7840 2.0604 0.4143
S 1.71860 1.10888 2.38521 -0.5214 -1.5707 -0.8070
C -0.38145 0.80838 0.82182 -0.3090 -1.0601 -1.8862
C -1.05371 0.73856 -0.37409 2.7259 -1.1049 2.0595
C -0.85971 -0.24546 -1.41476 0.8071 -4.1727 -0.6403
N -2.03465 1.60095 -0.63228 -4.3123 1.3033 0.0642
H 3.23612 -0.40415 0.39299 -1.4160 -1.6016 0.4816
H 2.89516 -2.26303 0.16684 0.3187 -0.5736 -0.5007
H 0.51159 -2.06628 0.65399 0.0251 0.5393 0.5825
H -0.81720 1.65630 1.24564 0.3109 1.2078 2.0462
H -1.08028 0.05805 -2.42834 -0.4931 0.3842 -0.0688
H 0.18485 -0.74942 -1.52578 -1.7891 1.0587 0.7847
H -1.59850 -1.09990 -1.08739 1.2893 1.1705 -1.0522
H -2.83544 1.04543 -1.08231 1.2939 1.7180 0.7078
H -2.38305 2.21247 0.18746 0.8130 -1.5315 -1.8316

(7)
10
Properties=species:S:1:pos:R:3:forces:R:3 method="wB97M-V/def2-TZVPD" gap_ha="0.2699 / 0.2699" lumo_ev="3.236 / 3.236" charge=-1 de_lowest_kcal_mol=114.0
C 0.05834 1.63630 0.27268 0.8428 2.1913 0.4088
C 0.09884 0.39582 -0.28316 2.7326 -2.4294 -0.5493
C -0.76672 -0.67716 -0.45413 -3.3936 0.4478 1.1484
C 1.57536 -1.46290 -0.15854 0.4512 5.7314 -2.6702
N 1.67766 -0.34382 -0.67160 -2.9853 0.9613 1.1097
O 1.66079 -2.49977 0.26593 0.2333 -5.0624 2.1596
O -2.14975 -0.37650 0.09045 2.1439 -1.1905 -1.1987
S 1.58606 2.73078 0.45400 -3.8815 -2.0741 -0.1012
H -1.11577 1.83087 0.52767 3.0269 0.2280 -0.3764
H -2.62483 -1.23362 -0.04328 0.8298 1.1965 0.0692

(8)
64
Properties=species:S:1:pos:R:3:forces:R:3 method="wB97M-V/def2-TZVPD" gap_ha=0.3865 smiles="C[N+](=O)[O-].C[N+](=O)[O-].ClCCl.ClCCl.ClCCl.ClCCl.ClCCl.ClCCl.ClCCl.ClCCl.ClCCl.ClCCl" lumo_ev=0.024
C -0.15981 -0.73142 0.66463 0.9851 0.3033 0.0889
N 0.83427 0.35593 0.24653 -2.0866 -0.9839 -0.8137
O 0.85764 0.66573 -0.95940 0.4722 -0.1034 1.9188
O 1.43266 0.82332 1.17077 1.1609 0.9150 -0.3651
H -1.15113 -0.29449 0.78495 0.0110 -0.0337 -0.7199
H 0.13923 -1.00341 1.67690 0.1612 -0.2694 -0.2649
H -0.01238 -1.51899 -0.07436 -0.6562 0.0127 0.1845
C 0.63218 -4.14849 4.50780 -0.3333 0.9168 0.7994
N -0.48372 -3.31298 5.06824 -1.0767 -0.5813 0.4626
O -1.37605 -3.92127 5.65850 0.6759 0.3801 -0.4909
O -0.47744 -2.11733 4.89631 0.2134 0.0825 -0.1664
H 0.22640 -4.54967 3.57910 0.3275 -0.1685 0.1554
H 0.81888 -4.86713 5.30580 0.1168 -0.2404 -0.5381
H 1.45468 -3.44362 4.38640 0.0125 -0.3683 -0.3044
Cl -2.22109 -3.66197 2.11284 1.2089 0.1807 -0.0430
C -3.69005 -3.15792 2.94044 0.3590 -1.1473 0.5331
Cl -4.75335 -2.54397 1.71771 -0.8522 0.4381 -0.0087
H -3.99239 -4.12359 3.34563 -0.7794 0.4261 0.0209
H -3.51004 -2.47091 3.76731 0.1458 0.1890 -0.4414
Cl 5.83269 -0.91775 -6.05024 0.6322 0.7239 0.9491
C 6.21533 0.23197 -4.69927 -1.1063 0.3163 0.1549
Cl 4.65892 0.91874 -4.06554 0.5663 -0.2821 -0.2122
H 6.69126 -0.23888 -3.83911 -0.0970 -0.3837 -0.4741
H 6.79481 1.09780 -5.01967 -0.0765 -0.4151 -0.4095
Cl 0.03758 3.65354 1.31471 -0.4403 -0.3769 -1.1008
C -0.30324 3.49509 -0.49043 0.1547 1.5730 1.1673
Cl -0.86396 5.13138 -1.05382 0.2597 -0.9426 -0.0377
H 0.67285 3.28915 -0.92970 -0.5796 -0.2616 -0.0977
H -1.11711 2.79020 -0.66030 0.3777 0.0278 0.0773
Cl 5.38134 -1.50875 -1.51570 -0.3638 -0.6580 -0.3293
C 3.92193 -2.51366 -1.79434 -0.3779 0.4725 0.4132
Cl 3.04754 -2.68283 -0.24347 -0.0482 -0.1285 -0.1252
H 3.24371 -1.98039 -2.46047 0.3140 -0.0232 0.0059
H 4.12498 -3.52200 -2.15507 0.4147 0.3569 0.0635
Cl 0.29032 -3.96073 -3.50809 0.2021 0.3617 0.0157
C -0.60030 -4.79006 -2.26220 -0.6694 -0.5694 0.6220
Cl -1.88777 -3.74245 -1.44228 1.1657 -1.0231 -0.8133
H -1.01292 -5.68526 -2.72747 -0.7503 0.4944 -0.0076
H 0.05528 -5.21829 -1.50394 0.1100 0.7962 0.1655
Cl -0.01947 0.57547 -4.78086 -0.0405 1.1281 0.4058
C -0.51607 2.28491 -4.36357 0.2223 -0.7384 0.1034
Cl -2.23780 2.47212 -4.73559 0.2760 0.2907 -0.0146
H -0.37337 2.48187 -3.30105 -0.0730 -0.4725 -0.0967
H 0.12079 2.98552 -4.90364 -0.3759 -0.2448 -0.3220
Cl -3.81900 1.71842 2.23728 -1.0156 -0.0815 0.0994
C -5.62733 1.84802 2.24960 0.1983 -0.2221 -0.2372
Cl -6.15187 3.33398 1.41502 0.0715 -0.3299 0.5089
H -6.10205 1.02176 1.72042 0.6004 0.0275 -0.1747
H -5.97633 1.77513 3.27965 0.2307 0.6268 -0.0852
Cl 0.86841 4.25787 6.61644 0.3642 -0.2326 -0.9839
C 0.65871 3.34278 5.05494 -0.7133 -0.2142 1.0417
Cl -1.08898 3.07779 4.85780 0.0927 -0.0308 -0.3541
H 1.03705 3.86573 4.17659 0.0813 0.0940 0.4596
H 1.09107 2.35515 5.21538 0.1649 0.3578 -0.1937
Cl -6.18123 0.44023 -0.99236 -0.5027 0.2546 0.2668
C -4.78507 0.16922 -2.01867 0.1912 -0.5349 0.3105
Cl -3.26828 0.46641 -1.13778 -0.0308 0.1551 -0.3053
H -4.80223 -0.90399 -2.20853 0.1373 0.3616 -0.5217
H -4.87743 0.82233 -2.88645 0.2913 -0.2915 0.1283
Cl 4.73303 4.49660 -3.91836 0.2466 0.0219 0.1859
C 4.57245 4.35776 -2.17206 0.3540 0.0856 0.8385
Cl 2.88265 4.16598 -1.70211 -0.0420 0.0412 0.0537
H 5.13817 3.53415 -1.73646 -0.1907 -0.3271 -0.6603
H 4.97246 5.23016 -1.65531 -0.2919 0.2683 -0.4870

no.,DFT total energy (eV)
1,-20092.775
2,-67923.884
3,-7218.650
4,-39140.961
5,-19717.186
6,-18690.381
7,-20597.336
8,-274477.961